Record 1
# C5H9NO

One molecule with the formula C5H9NO in a non-equilibrium geometry (wB97M-V/def2-TZVPD, the Open Molecules 2025 dataset).

```
16
Properties=species:S:1:pos:R:3:forces:R:3
C -2.11994 -0.23701 -0.17293 -0.08 0.03 -0.01
C -0.60797 -0.47137 -0.08150 0.03 -0.01 -0.06
C -0.28400 -1.27582 1.10858 0.27 -0.60 0.89
N -0.02350 -1.89555 2.05209 -0.28 0.67 -0.99
C 0.17931 0.84885 -0.06631 0.00 0.07 -0.01
C 1.68903 0.65057 -0.01527 -0.19 0.21 0.37
O 2.08577 -0.17143 -1.10026 0.25 -0.14 -0.02
H -2.34851 0.32604 -1.08359 0.04 -0.08 0.13
H -2.47518 0.34005 0.68727 0.05 -0.09 -0.12
H -2.66986 -1.18210 -0.20332 0.10 0.14 0.01
H -0.26939 -1.04807 -0.94934 -0.06 0.03 0.12
H -0.09843 1.41365 -0.96499 0.08 -0.12 0.09
H -0.12643 1.45100 0.80056 0.07 -0.10 -0.15
H 1.94839 0.18066 0.94518 0.02 0.08 -0.17
H 2.17702 1.63721 -0.06187 -0.04 -0.23 0.00
H 2.94369 -0.56669 -0.89431 -0.27 0.14 -0.10
```
Positions in Å, forces in eV/Å.

Its energy above the lowest of the compared OMol25 structures with the same formula, charge and spin is 97.1 kJ/mol. For the HOMO energy, the calculation gives -0.394 Eh. The value obtained for the LUMO energy is 0.84 eV.

Record 2
# N3O13SSr4

N3O13SSr4 as an isolated structure in a non-equilibrium geometry (wB97M-V/def2-TZVPD, the Open Molecules 2025 dataset).

```
21
Properties=species:S:1:pos:R:3:forces:R:3
Sr -6.55193 -14.19730 -10.88840 -0.04 2.34 -1.26
Sr -7.15798 -10.68222 -7.41429 0.32 1.56 -2.16
Sr -12.50099 -11.71397 -8.73697 1.76 1.47 -1.10
Sr -10.02178 -16.13795 -8.26620 0.30 0.69 -0.42
N -9.59589 -9.44017 -9.70784 0.33 -1.28 -3.14
O -9.04484 -8.52127 -9.12398 0.38 -0.43 0.77
O -9.25385 -9.92036 -10.80025 0.29 1.20 1.18
O -10.62065 -10.01366 -9.20486 -2.52 -0.90 2.15
N -7.95249 -11.75870 -14.85554 -2.59 4.04 -0.48
O -7.98783 -12.04856 -13.65289 1.17 -1.59 0.39
O -9.06621 -11.69939 -15.44092 0.41 -1.46 -0.01
O -7.05745 -11.12989 -15.40076 1.10 -1.41 0.40
N -6.29678 -10.37729 -10.93431 2.23 0.95 -4.03
O -6.16288 -9.60058 -9.98268 -1.01 0.27 1.71
O -6.23720 -10.02829 -12.12372 -0.81 -0.38 2.87
O -6.22382 -11.62296 -10.68280 -0.38 -2.97 1.20
S -9.05335 -12.93144 -9.64833 -1.82 0.18 -3.38
O -10.49265 -13.06768 -9.28239 -1.24 -0.40 0.07
O -8.52730 -11.80989 -8.94859 1.14 1.81 1.67
O -8.41660 -14.13113 -9.10119 1.63 -4.13 2.23
O -8.75674 -13.02613 -11.08557 -0.65 0.44 1.34
```
Positions in Å, forces in eV/Å.

Its total charge is +3. For the HOMO energy, the calculation gives -0.495 Eh. The value obtained for the LUMO energy is -11.73 eV.

Record 3
# C2H4OS

One molecule with the formula C2H4OS in a non-equilibrium geometry (wB97M-V/def2-TZVPD, the Open Molecules 2025 dataset).

```
8
Properties=species:S:1:pos:R:3:forces:R:3
C -1.17856 -0.12911 0.07665 1.59 0.02 -3.86
O 0.13756 -0.73519 -0.02496 1.86 1.14 -0.53
C 1.20027 0.08994 -0.03249 -1.27 -1.51 0.03
S 2.71243 -0.29488 0.02650 2.67 -1.79 0.17
H -1.19322 0.87588 -0.47787 -0.05 -1.30 1.00
H -1.19213 -0.04248 1.11367 -1.91 0.16 1.67
H -1.68712 -0.88736 -0.58599 -0.75 1.02 1.69
H 1.20078 1.12320 -0.09551 -2.14 2.27 -0.17
```
Positions in Å, forces in eV/Å.

Its energy above the lowest of the compared OMol25 structures with the same formula, charge and spin is 189.1 kJ/mol. For the HOMO energy, the calculation gives -0.319 Eh. The value obtained for the LUMO energy is 0.62 eV.

Record 4
# C4H15N2O2

A 3-piece molecular cluster, C4H15N2O2 overall in a non-equilibrium geometry (wB97M-V/def2-TZVPD, the Open Molecules 2025 dataset).

```
23
Properties=species:S:1:pos:R:3:forces:R:3
C 1.47968 0.91136 2.67392 -0.07 -0.25 -1.73
C 0.45391 -0.09591 2.14486 -0.39 -0.01 -0.04
C 0.16845 -0.06543 0.65059 -0.21 0.05 -0.41
C 0.17574 1.06786 -0.07186 0.14 -0.20 0.82
N -0.32883 1.17231 -1.45176 0.41 -0.52 0.47
N -0.20558 -1.25893 0.10410 -0.22 -0.25 0.21
H 1.33179 1.82786 2.10289 0.40 0.12 0.11
H 2.48710 0.53044 2.51544 0.05 0.23 0.01
H 1.35429 1.19775 3.68367 -0.25 -0.14 1.15
H -0.50451 0.07417 2.64454 -0.04 -0.02 -0.08
H 0.70794 -1.13440 2.34563 0.29 0.02 0.37
H 0.50447 1.98403 0.36568 -0.07 0.44 -0.19
H -0.32737 0.27275 -1.93847 0.01 0.07 0.02
H -1.30073 1.50961 -1.48870 -0.07 0.05 -0.25
H 0.32317 1.77540 -1.93449 -0.17 0.36 -0.56
H -0.02537 -1.49453 -0.86734 0.00 -0.09 0.26
H -0.20313 -2.05391 0.72462 0.06 0.02 -0.18
H -3.50754 0.25514 -2.52275 0.15 0.54 -0.31
H -3.44760 0.36754 -1.06413 0.05 0.49 0.23
O -3.20610 0.88568 -1.84836 -0.08 -1.01 0.19
H 1.93147 -2.10919 -1.92308 0.16 -0.51 -0.18
H 1.06862 -3.26524 -2.57051 0.35 -0.17 -0.01
O 1.07014 -2.35435 -2.27452 -0.47 0.78 0.10
```
Positions in Å, forces in eV/Å.

Its total charge is +1. Its energy above the lowest of the compared OMol25 structures with the same formula, charge and spin is 108.5 kJ/mol. For the HOMO energy, the calculation gives -0.459 Eh. The value obtained for the LUMO energy is -3.05 eV.

Record 5
# CH3NS2

One molecule with the formula CH3NS2 in a non-equilibrium geometry (wB97M-V/def2-TZVPD, the Open Molecules 2025 dataset).

```
7
Properties=species:S:1:pos:R:3:forces:R:3
N -0.31874 -1.43805 1.11409 -0.79 1.92 -2.32
S -0.41988 -0.35427 -0.45953 -1.08 -1.38 1.01
C 0.10440 1.27122 -1.13654 2.48 -1.27 4.37
S 1.14721 2.39352 -0.73343 -0.02 0.27 -0.19
H -0.41077 -1.06757 2.04303 0.05 0.85 0.09
H 0.47815 -2.01169 1.05354 1.35 -0.55 -0.14
H -0.58038 1.20684 -1.88117 -1.99 0.17 -2.83
```
Positions in Å, forces in eV/Å.

Its energy above the lowest of the compared OMol25 structures with the same formula, charge and spin is 249.5 kJ/mol. For the HOMO energy, the calculation gives -0.326 Eh. The value obtained for the LUMO energy is -0.61 eV.

Record 6
# C5H8F3N4S

A 2-piece molecular cluster, C5H8F3N4S overall in a non-equilibrium geometry (wB97M-V/def2-TZVPD, the Open Molecules 2025 dataset).

```
21
Properties=species:S:1:pos:R:3:forces:R:3
C 0.95865 -0.32341 -1.56648 0.32 -0.05 -0.61
C 1.28956 -1.25580 0.59717 0.10 0.23 -0.29
C 0.43878 0.95490 0.22508 -0.52 -0.35 -0.77
C -1.07462 3.07541 -0.44962 0.04 -0.25 0.03
C -2.09775 -0.53316 -0.07760 -0.08 -2.12 0.52
N 0.50068 0.77495 -1.08119 -0.06 0.46 0.44
N 1.39942 -1.37080 -0.73525 -0.01 -0.24 0.51
N 0.91808 -0.06448 1.09450 0.16 -0.09 0.05
N 1.57634 -2.26359 1.40033 0.00 -0.23 0.21
F -1.85328 -0.92383 1.21102 -0.36 0.72 -1.06
F -3.39772 -0.59755 -0.33400 1.10 0.33 0.17
F -1.42573 -1.43093 -0.86158 -0.77 1.02 0.46
S -0.18660 2.36587 0.95073 0.01 0.53 0.53
H 1.00943 -0.47774 -2.62898 0.07 -0.20 -0.09
H -0.40673 3.16195 -1.29962 -0.02 0.06 -0.02
H -1.43026 4.05192 -0.13406 0.04 0.01 0.08
H -1.91222 2.42152 -0.68396 -0.03 0.06 -0.09
H 1.63268 -2.26160 -1.15495 -0.02 0.12 0.16
H 0.75752 0.04898 2.08830 0.03 -0.14 -0.12
H 1.84471 -3.16765 1.04016 -0.03 0.13 0.01
H 1.45906 -2.18495 2.40000 0.03 0.01 -0.12
```
Positions in Å, forces in eV/Å.

Its total charge is +1. Its energy above the lowest of the compared OMol25 structures with the same formula, charge and spin is 169.2 kJ/mol. For the HOMO energy (alpha / beta), the calculation gives -0.482 / -0.385 Eh. The value obtained for the LUMO energy (alpha / beta) is -3.78 / -4.65 eV.

Record 7
# C4H11NO2

A 2-piece molecular cluster, C4H11NO2 overall in a non-equilibrium geometry (wB97M-V/def2-TZVPD, the Open Molecules 2025 dataset).

```
18
Properties=species:S:1:pos:R:3:forces:R:3
C -0.02352 2.07204 0.36922 -0.94 0.56 -0.32
C 1.06603 1.37386 1.12094 -0.28 -0.49 0.25
O 2.22285 1.65694 1.12695 0.05 0.20 0.01
O 0.56493 0.32652 1.88539 -0.28 0.44 -0.02
H -0.25641 1.74707 -0.64666 0.78 -0.29 -0.09
H 0.17580 3.14290 0.33740 0.23 -0.08 -0.10
H -0.99194 1.94017 0.84311 0.08 -0.06 0.48
H 0.74742 0.46721 2.82079 0.51 -0.12 -0.03
C -0.60330 -1.67369 -0.16218 0.94 -0.80 0.50
C -1.70008 -1.67101 -1.19761 -0.59 0.61 -1.07
N -1.11610 -1.46356 -2.54620 0.58 -0.95 -0.21
H 0.39413 -1.63417 -0.59901 -0.02 0.61 -0.56
H -0.43550 -2.60387 0.39767 -0.91 0.02 0.09
H -0.65422 -0.86483 0.54924 -0.20 0.02 0.09
H -2.41070 -2.50285 -1.14262 0.46 -0.41 0.07
H -2.35914 -0.80884 -1.09445 0.06 0.19 0.49
H -1.73303 -1.75525 -3.29751 -0.42 0.26 0.19
H -0.33660 -2.11449 -2.67117 -0.04 0.29 0.23
```
Positions in Å, forces in eV/Å.

Its energy above the lowest of the compared OMol25 structures with the same formula, charge and spin is 125.8 kJ/mol. For the HOMO energy, the calculation gives -0.342 Eh. The value obtained for the LUMO energy is 0.69 eV.

Record 8
# C6H14Si

C6H14Si as an isolated structure in a non-equilibrium geometry (wB97M-V/def2-TZVPD, the Open Molecules 2025 dataset).

```
21
Properties=species:S:1:pos:R:3:forces:R:3
C -0.02798 0.86640 -1.37906 -0.97 -2.28 -0.19
C 0.53673 0.64081 -0.11488 -0.71 -2.02 -2.00
C 2.99877 0.20383 0.00094 2.43 -1.25 0.37
C -1.57149 -1.83634 -0.09027 0.23 0.51 -0.11
C -2.59234 1.07552 0.97126 2.79 0.16 0.28
C 1.59274 -0.37209 0.04992 -0.45 -2.10 0.22
Si -1.81148 0.00567 -0.44899 0.72 1.29 -0.71
H -0.19543 1.87773 -1.72842 -0.40 -0.31 -0.38
H 0.11140 -0.03543 -2.08876 0.09 2.10 0.55
H 0.43625 1.34046 0.58543 -0.26 3.07 2.75
H 3.20160 0.93918 -0.74718 -0.35 0.48 -0.81
H 3.88815 -0.54771 -0.11931 -1.91 0.79 0.12
H 3.26824 0.69623 0.93818 -0.36 0.05 0.14
H -1.97732 -2.34602 -0.97596 1.23 -0.29 0.07
H -0.61610 -2.08095 0.39364 0.21 -0.30 -1.19
H -2.20223 -2.21944 0.65863 -1.46 0.06 1.29
H -1.83126 0.87419 1.76986 -0.79 0.56 -0.15
H -2.51247 2.16354 0.70166 -0.39 -1.06 0.29
H -3.53650 0.77963 1.38756 -0.57 -0.08 -0.29
H 1.53091 -0.95352 1.02396 -0.21 0.52 -1.05
H 1.30982 -1.07171 -0.78820 1.14 0.09 0.81
```
Positions in Å, forces in eV/Å.

Its energy above the lowest of the compared OMol25 structures with the same formula, charge and spin is 317.3 kJ/mol. For the HOMO energy, the calculation gives -0.238 Eh. The value obtained for the LUMO energy is 0.54 eV.

Record 9
# C4H12

A 2-piece molecular cluster, C4H12 overall in a non-equilibrium geometry (wB97M-V/def2-TZVPD, the Open Molecules 2025 dataset).

```
16
Properties=species:S:1:pos:R:3:forces:R:3
C -0.62421 2.57921 1.48121 -0.57 -1.00 -0.26
C 0.53173 1.64058 1.06826 -1.71 -0.31 -2.57
H -1.63833 2.20424 1.21291 0.68 -0.42 0.52
H -0.53980 2.69682 2.56145 -0.49 0.69 -0.12
H -0.64840 3.49096 0.86995 0.73 0.20 0.75
H 1.44629 1.85877 1.58533 0.53 0.20 -0.27
H 0.51855 1.70543 -0.05296 1.18 0.57 0.73
H 0.35178 0.56026 1.05036 -0.35 0.04 1.22
C -0.58595 -1.93107 -1.53651 -0.28 2.44 0.30
C 0.74994 -2.28803 -0.90475 -0.42 -1.77 0.19
H -0.46030 -1.58252 -2.58110 -0.12 -0.84 0.29
H -1.42262 -2.63164 -1.40579 0.61 -0.05 -0.20
H -0.90994 -0.98372 -1.06585 -0.27 -0.32 0.01
H 0.97408 -3.26346 -1.35715 0.68 0.13 0.30
H 1.55557 -1.59343 -1.12236 -0.10 0.13 -0.08
H 0.70163 -2.46240 0.19699 -0.10 0.30 -0.80
```
Positions in Å, forces in eV/Å.

Its energy above the lowest of the compared OMol25 structures with the same formula, charge and spin is 67.9 kJ/mol. For the HOMO energy, the calculation gives -0.411 Eh. The value obtained for the LUMO energy is 1.07 eV.